No. 1
Entry from OMol25: a 2-piece molecular cluster, C3H11NS overall (ωB97M-V/def2-TZVPD).

The geometry in XYZ format:
```
16
Properties=species:S:1:pos:R:3:forces:R:3
C 0.30891 1.15498 1.56158 -0.831 -0.055 -0.254
C 0.61678 -0.30797 1.28159 1.375 -1.118 0.412
C -0.52823 -1.30243 1.35830 -0.881 0.440 -0.843
N 1.36208 -0.41988 0.00541 -1.080 0.876 0.032
H 1.16972 1.79622 1.38121 0.152 -0.069 0.113
H -0.48190 1.48126 0.87614 0.098 0.029 0.032
H -0.06779 1.33541 2.57328 0.216 -0.210 -0.056
H 1.31794 -0.71057 2.00443 0.216 0.390 0.710
H -1.33421 -1.01957 0.67082 0.099 -0.048 -0.085
H -1.01256 -1.31429 2.33978 0.461 -0.121 0.000
H -0.18465 -2.29951 1.05599 -0.067 0.151 0.351
H 2.15783 0.19013 -0.07903 0.031 -0.252 -0.223
H 1.22525 -1.12578 -0.69499 0.402 -0.475 0.439
H 0.11753 0.09640 -0.84783 -1.131 0.595 -1.895
S -0.89208 0.36359 -2.01394 2.353 3.104 1.177
H -0.28526 1.81834 -2.09856 -1.413 -3.239 0.091
```
Forces are in eV/Å.

Calculated values
Total charge: 0
Energy above the lowest of the compared OMol25 structures with the same formula, charge and spin in eV: 1.3864
SMILES: CC(C)N.S
HOMO energy in eV: -8.66
Gap between HOMO and LUMO in eV: 9.5
2S+1: 1

---

No. 2
Entry from OMol25: a 2-piece molecular cluster, C3H11NS2 overall (ωB97M-V/def2-TZVPD).

The geometry in XYZ format:
```
17
Properties=species:S:1:pos:R:3:forces:R:3
C -3.22867 2.12942 -0.05911 3.631 -0.041 -0.478
S -4.87159 2.60642 -0.32084 -0.533 -0.969 -0.089
S -5.90790 0.89290 -0.26699 -0.088 -0.106 -0.337
H -2.70070 1.18962 -0.33223 -1.651 -0.286 -0.164
H -2.91733 2.24532 0.97944 -0.467 0.372 0.241
H -2.54968 2.77614 -0.65957 -0.783 0.422 0.451
H -5.01252 -0.00314 -0.80473 -0.096 0.598 0.380
C 2.98621 -2.27555 -0.34469 -2.055 -0.037 0.631
N 3.11744 -1.33834 0.77680 0.300 1.051 -1.167
C 2.42325 -0.08001 0.43125 -2.891 -3.422 -1.006
H 1.89072 -2.11909 -0.49636 0.419 -0.721 -0.427
H 3.38448 -2.11219 -1.39454 0.531 0.041 1.465
H 3.04275 -3.30022 0.05548 0.538 0.257 -0.652
H 3.95675 -1.26741 1.35786 -0.271 0.020 -1.015
H 1.31494 -0.25766 0.72955 1.325 0.366 -0.501
H 2.35196 0.22009 -0.64573 0.712 -0.435 0.680
H 2.71990 0.69369 0.99441 1.380 2.889 1.987
```
Forces are in eV/Å.

Calculated values
Total charge: +1
Energy above the lowest of the compared OMol25 structures with the same formula, charge and spin in eV: 1.6822
HOMO energy (spin up / spin down) in eV: -10.31 / -10.31
Gap between HOMO and LUMO (spin up / spin down) in eV: 5.4 / 1.9
2S+1: 2

---

No. 3
Entry from OMol25: a 2-piece molecular cluster, C3H11NSi overall (ωB97M-V/def2-TZVPD).

The geometry in XYZ format:
```
16
Properties=species:S:1:pos:R:3:forces:R:3
C 0.46092 -2.25192 -0.46926 0.404 -0.596 -2.132
C -1.76946 -0.99466 -0.74814 2.393 -4.716 2.732
C -0.48143 -1.20359 -1.08685 -0.823 0.233 0.764
N 0.84846 0.98841 0.67644 0.865 2.843 0.922
Si 0.35468 2.68202 1.16434 -0.038 -2.750 -1.404
H 1.10396 -1.91133 0.32529 0.099 0.582 0.350
H 0.00629 -3.18630 -0.10378 -0.325 0.553 -0.228
H 1.17712 -2.56043 -1.29709 -0.759 0.215 0.967
H -2.29078 -1.69069 0.01857 0.990 1.217 -1.316
H -2.34801 -0.29111 -1.14855 -2.088 2.868 -1.675
H 1.24314 3.60177 0.52045 1.024 0.406 -0.266
H -0.05783 -0.47786 -1.80442 0.015 -0.636 0.343
H 0.42169 0.12630 0.34128 0.115 0.965 0.324
H 1.85821 1.12285 0.52319 -0.761 -1.094 -0.177
H 0.35064 3.00111 2.56647 -0.078 -0.107 0.813
H -0.87759 3.04543 0.52206 -1.035 0.018 -0.017
```
Forces are in eV/Å.

Calculated values
Total charge: 0
Energy above the lowest of the compared OMol25 structures with the same formula, charge and spin in eV: 1.6213
SMILES: N[SiH3].C=CC
HOMO energy in eV: -9.28
Gap between HOMO and LUMO in eV: 10.3
2S+1: 1

---

No. 4
Entry from OMol25: a 2-piece molecular cluster, C3H11NSi overall (ωB97M-V/def2-TZVPD).

The geometry in XYZ format:
```
16
Properties=species:S:1:pos:R:3:forces:R:3
C 1.19199 -1.07854 0.24272 -1.007 -1.448 1.665
C 1.79942 1.18306 -0.09287 1.538 -2.143 -1.626
C -2.25000 -0.74216 -0.36215 -1.731 -0.580 -0.335
N 1.00678 0.03712 -0.57293 -2.249 2.631 0.252
Si -1.61955 0.99105 0.01632 1.920 -2.722 1.092
H 1.23314 -0.91112 1.38208 -1.067 -0.188 -1.095
H 0.60502 -1.98560 -0.11889 0.304 1.242 0.904
H 2.18943 -1.39527 0.17352 2.046 -0.619 -0.747
H 1.89694 1.90893 -0.89610 -0.710 0.624 0.437
H 1.65264 1.50728 0.92003 -0.471 0.536 0.400
H 2.82572 0.75859 -0.11034 0.101 0.217 0.356
H -1.58615 -1.24998 -1.05493 0.040 0.173 -0.395
H -2.14725 -1.35101 0.56722 -0.279 0.650 -0.442
H -3.33642 -0.86966 -0.76249 1.820 0.330 0.772
H -1.67492 2.11872 -0.86495 -0.381 0.630 -0.329
H -1.78678 1.07859 1.53376 0.126 0.667 -0.909
```
Forces are in eV/Å.

Calculated values
Total charge: 0
Energy above the lowest of the compared OMol25 structures with the same formula, charge and spin in eV: 4.3458
HOMO energy (spin up / spin down) in eV: -8.16 / -6.90
Gap between HOMO and LUMO (spin up / spin down) in eV: 8.1 / 6.8
2S+1: 1

---

No. 5
Entry from OMol25: C3H11NbO3P as an isolated structure (ωB97M-V/def2-TZVPD).

The geometry in XYZ format:
```
19
Properties=species:S:1:pos:R:3:forces:R:3
C 2.21533 -0.95146 0.97813 0.159 -0.038 0.058
C 2.18759 -0.77837 -0.37104 -0.003 0.331 -0.123
C 0.99044 -0.35112 -1.13201 -0.493 0.871 0.298
Nb -0.11866 1.45508 -0.32831 1.020 -0.377 -1.419
P -2.02760 -0.34164 -0.19897 0.604 0.406 0.140
O -2.48502 -0.71265 -1.56363 0.067 0.104 0.130
O -3.32282 0.10636 0.68031 -0.183 -0.306 0.183
O -1.49089 -1.70052 0.54827 -0.220 -0.185 0.232
H 1.98478 -0.13821 1.65946 -1.596 -0.471 -0.009
H 2.50458 -1.90245 1.42184 1.514 0.498 0.032
H 3.08417 -0.97928 -0.96843 -0.390 -1.349 -0.101
H 0.33631 -1.22301 -1.16073 0.023 0.001 -0.031
H 1.20262 -0.07792 -2.17583 0.050 0.166 0.040
H -0.54775 2.27124 -1.93202 -0.226 0.522 0.504
H -1.62706 2.30526 0.20108 0.068 -0.697 -0.360
H -0.09538 1.16149 1.48779 -0.450 0.612 -0.096
H 1.08957 2.75773 0.13177 -0.058 -0.254 0.578
H -3.01003 0.53992 1.48179 0.013 0.170 -0.017
H -0.87018 -1.44045 1.24055 0.102 -0.003 -0.039
```
Forces are in eV/Å.

Calculated values
Total charge: -1
HOMO energy in eV: -4.77
Gap between HOMO and LUMO in eV: 7.6
2S+1: 1

---

No. 6
Entry from OMol25: a 3-piece molecular cluster, C3H11O2S overall (ωB97M-V/def2-TZVPD).

The geometry in XYZ format:
```
17
Properties=species:S:1:pos:R:3:forces:R:3
C 2.48047 0.34211 -1.09419 -1.075 -1.012 -2.113
C 1.73619 -0.40717 0.00264 -0.128 3.330 1.755
C 0.65467 -1.36321 -0.36971 0.369 -0.763 -0.904
S -0.92266 -0.65463 -0.78259 -0.878 0.413 -0.935
H 2.84693 -0.44234 -1.77251 0.514 0.127 0.004
H 3.31142 0.95352 -0.78770 0.216 0.265 0.348
H 1.81545 0.91591 -1.81195 0.421 -0.339 1.268
H 2.42921 -0.77527 0.76142 0.407 -0.693 -0.392
H 1.26070 0.40996 0.64198 0.176 -0.866 -0.672
H 0.60659 -2.05444 0.45889 -0.376 -0.538 0.150
H 0.86729 -1.90342 -1.30596 0.692 -0.275 0.526
H -0.79933 0.70794 0.47054 -0.861 -0.715 2.142
H -1.67495 1.76507 0.97564 0.417 -0.598 1.354
O -1.18714 1.03551 1.45465 -0.161 1.745 -2.594
H -5.07698 0.44568 0.57072 -1.059 -0.262 -2.285
H -3.64243 0.50310 1.17856 -3.612 -0.072 1.086
O -4.70542 0.52170 1.40957 4.940 0.252 1.261
```
Forces are in eV/Å.

Calculated values
Total charge: -1
Energy above the lowest of the compared OMol25 structures with the same formula, charge and spin in eV: 1.5890
HOMO energy in eV: -2.86
Gap between HOMO and LUMO in eV: 6.6
2S+1: 1

---

No. 7
Entry from OMol25: a 4-piece molecular cluster, C3H11O2S overall (ωB97M-V/def2-TZVPD).

The geometry in XYZ format:
```
17
Properties=species:S:1:pos:R:3:forces:R:3
C -0.15708 -0.57393 -1.79916 0.130 0.092 0.027
C -0.69811 -0.24991 -0.44275 -0.507 0.676 -0.079
C -0.86760 -1.38095 0.51402 -0.489 -0.110 1.251
S 0.78047 -1.78782 1.18829 -0.302 0.693 -0.130
H -0.32297 0.23103 -2.50797 -0.233 -0.014 0.064
H 0.91645 -0.71604 -1.75510 0.252 -0.128 0.141
H -0.57977 -1.53293 -2.07296 -0.195 -0.232 -0.452
H -1.44372 0.53589 -0.37546 -0.364 -0.027 -0.483
H 0.15245 0.35655 0.13158 -0.039 0.598 -0.327
H -1.68793 -1.24614 1.25828 1.085 0.959 0.298
H -1.41359 -2.19558 0.04547 0.914 -0.672 -0.992
H 0.96674 0.38363 0.58100 -0.210 -2.239 0.395
H 0.92118 2.75760 -1.77240 -0.077 0.032 -0.138
O 0.09757 2.31290 -1.54466 0.376 -0.025 0.650
H 0.21005 1.82984 1.44314 -0.065 0.073 0.573
H 0.14680 2.48318 0.02019 -0.749 0.705 0.210
O -0.03874 2.67165 1.05842 0.474 -0.381 -1.006
```
Forces are in eV/Å.

Calculated values
Total charge: -1
Energy above the lowest of the compared OMol25 structures with the same formula, charge and spin in eV: 5.1115
HOMO energy in eV: -4.08
Gap between HOMO and LUMO in eV: 6.5
2S+1: 1

---

No. 8
Entry from OMol25: a 3-piece molecular cluster, C3H11O3 overall (ωB97M-V/def2-TZVPD).

The geometry in XYZ format:
```
17
Properties=species:S:1:pos:R:3:forces:R:3
C 0.59255 -0.29976 -0.37263 -1.100 -0.577 -3.143
O 0.44204 -0.69161 0.85194 0.015 -1.469 3.432
C -0.58701 0.59623 -0.83031 -2.465 0.971 0.942
C -0.23787 1.63814 -1.82124 3.190 1.413 0.129
H 0.57136 -1.21859 -1.04293 0.283 0.725 -0.279
H 1.53400 0.23090 -0.61172 0.164 0.302 -0.002
H -0.94135 1.22548 0.06539 0.509 -1.150 -0.795
H -1.57324 0.11858 -1.18467 1.655 -0.156 0.620
H 0.29506 2.49019 -1.35832 -0.870 0.201 0.473
H -0.90949 2.02611 -2.51448 -1.794 0.517 -0.853
H 0.63336 1.43267 -2.41625 0.425 -1.314 -0.877
H 1.66467 -2.82656 1.72196 -0.446 -1.154 -0.319
H 0.67292 -2.09388 0.94187 -0.311 -1.363 0.203
O 0.94234 -3.21834 1.17256 0.609 3.122 0.262
H -1.14910 0.37212 1.70565 -0.145 0.527 3.441
H -0.70356 -0.26540 2.91958 1.093 -1.269 0.689
O -1.24667 0.48373 2.77361 -0.812 0.675 -3.922
```
Forces are in eV/Å.

Calculated values
Total charge: -1
Energy above the lowest of the compared OMol25 structures with the same formula, charge and spin in eV: 1.6436
HOMO energy in eV: -4.10
Gap between HOMO and LUMO in eV: 8.0
2S+1: 1

---

No. 9
Entry from OMol25: a 3-piece molecular cluster, C3H11O3S overall (ωB97M-V/def2-TZVPD).

The geometry in XYZ format:
```
18
Properties=species:S:1:pos:R:3:forces:R:3
C 0.45418 0.53893 0.92994 0.037 -2.081 -0.715
O 0.79364 -0.50772 0.02941 -0.184 0.759 0.318
C -0.79735 1.35229 0.46589 0.933 -0.353 0.508
C -1.65748 0.72097 -0.62635 -0.300 1.968 -0.157
S -2.41828 -0.82370 -0.15130 0.972 -0.509 -0.113
H 1.35408 1.15210 1.00975 -0.182 0.661 0.315
H 0.27140 0.06650 1.91834 -0.084 0.435 -0.086
H -1.44611 1.51357 1.33018 0.076 0.320 0.032
H -0.34821 2.28738 0.12737 -0.606 0.363 -0.221
H -1.14745 0.78940 -1.58695 0.249 -0.939 0.008
H -2.48184 1.43551 -0.79736 -0.060 -0.254 0.214
H -1.16889 -1.37267 0.05004 -0.667 -0.090 -0.002
H 1.91384 0.46634 -2.41548 0.464 -0.201 0.417
H 2.00644 -0.06437 -0.98316 -0.272 -0.210 -0.007
O 2.58416 0.20410 -1.75980 -0.272 0.340 -0.472
H 0.92657 -3.29489 0.56196 -0.172 -0.019 0.195
H 0.72354 -1.75635 0.74496 -0.527 -0.535 0.094
O 0.43776 -2.70739 1.15255 0.593 0.345 -0.327
```
Forces are in eV/Å.

Calculated values
Total charge: -1
Energy above the lowest of the compared OMol25 structures with the same formula, charge and spin in eV: 0.2156
HOMO energy in eV: -4.41
Gap between HOMO and LUMO in eV: 7.9
2S+1: 1

---

No. 10
Entry from OMol25: C3H12FN6O3Tl as an isolated structure (ωB97M-V/def2-TZVPD).

The geometry in XYZ format:
```
26
Properties=species:S:1:pos:R:3:forces:R:3
Tl -1.94709 -1.18450 0.86699 0.151 -0.179 -0.086
F -2.88997 -3.60534 -0.43202 0.817 1.202 -0.039
C 1.96668 -0.01265 0.25870 0.690 0.475 0.519
O 0.81264 -0.45827 0.24932 -1.493 -0.541 -0.546
N 2.29997 1.23830 0.11852 -1.352 4.124 -0.544
N 3.04521 -0.72763 0.43575 0.243 -2.691 0.370
H 1.56041 1.92614 0.11428 0.203 -0.109 -0.203
H 3.24255 1.59288 0.04150 -0.175 -0.248 -0.039
H 2.76883 -1.68273 0.61327 1.266 -0.311 0.281
H 3.87360 -0.24171 0.74838 0.176 -0.971 0.037
C -1.13382 -2.16658 -2.96413 -0.328 1.595 1.453
O -1.24513 -1.42450 -1.98893 -0.071 1.059 1.699
N -0.52939 -1.89337 -4.06139 1.856 1.470 -3.536
N -1.53099 -3.37628 -2.93181 -1.451 -3.169 0.332
H -0.29302 -0.97205 -4.40113 0.144 -0.054 0.195
H -0.28428 -2.72115 -4.58559 0.508 0.715 -0.644
H -1.94054 -3.68369 -2.06125 -0.664 -0.895 0.199
H -1.45303 -3.83271 -3.82940 -0.398 -1.187 0.699
C -0.88450 2.47273 2.65638 -1.915 -1.471 0.969
O -1.13015 1.44167 1.99188 0.381 -0.054 -0.406
N -1.35960 2.72977 3.85684 -2.028 -2.008 2.120
N -0.21837 3.49610 2.27805 3.264 2.388 -3.049
H -2.02609 2.03767 4.16811 0.130 0.359 0.729
H -1.01816 3.45596 4.47017 -0.313 -0.283 -0.079
H 0.05368 4.15130 2.99693 0.267 0.243 -0.717
H 0.26057 3.44066 1.39056 0.092 0.540 0.287
```
Forces are in eV/Å.

Calculated values
Total charge: +2
Energy above the lowest of the compared OMol25 structures with the same formula, charge and spin in eV: 1.1466
HOMO energy in eV: -16.25
Gap between HOMO and LUMO in eV: 2.6
2S+1: 1